C11H24BBrClFN2O6 | wB97M-V/def2-TZVPD

```
47
Properties=species:S:1:pos:R:3:mulliken_charge:R:1
C -3.472 -2.406 -0.084 -1.127
N -2.595 -1.204 0.187 -0.141
C -3.578 -0.064 0.322 -0.919
B -1.788 -1.004 -1.053 0.254
O -2.450 -1.174 -2.330 -0.553
C -0.202 -0.565 -1.027 0.927
C 0.437 -0.743 0.431 -0.818
C 1.941 -1.279 0.345 -0.335
C 2.804 -0.789 1.600 -0.772
Br 1.826 -1.043 3.282 -0.099
O 0.460 -1.581 -1.857 -0.423
C 1.063 -1.030 -3.023 -0.479
C 0.171 -0.014 -3.830 -0.611
N -0.145 1.170 -2.959 0.134
C 0.082 0.915 -1.479 -0.723
C -0.666 2.046 -0.675 -0.444
C 0.220 2.789 0.413 -0.289
F -0.269 2.429 1.686 -0.277
H -4.293 -2.167 -0.827 0.392
H -2.825 -3.191 -0.565 0.285
H -3.972 -2.784 0.844 0.310
H -3.339 0.590 1.210 0.298
H -3.570 0.548 -0.635 0.242
H -4.630 -0.420 0.461 0.352
H -2.476 -0.281 -2.706 0.313
H -0.147 -1.468 1.057 0.453
H 0.475 0.219 1.008 0.298
H 2.488 -0.856 -0.554 0.111
H 1.922 -2.405 0.315 0.275
H 3.050 0.289 1.376 0.316
H 3.774 -1.345 1.535 0.498
H 1.343 -1.883 -3.706 0.440
H 2.052 -0.576 -2.702 0.270
H -0.738 -0.565 -4.187 0.227
H 0.781 0.349 -4.698 0.453
H 0.451 1.973 -3.205 0.425
H -1.131 1.440 -3.053 0.440
H 1.189 1.096 -1.316 0.464
H -1.616 1.744 -0.167 -0.179
H -0.950 2.849 -1.427 0.456
H 0.008 3.893 0.332 0.303
H 1.315 2.591 0.306 0.241
O 4.176 1.411 7.319 -0.680
Cl 3.401 0.782 6.273 1.616
O 2.036 0.602 6.722 -0.645
O 3.976 -0.508 5.951 -0.640
O 3.411 1.621 5.090 -0.638
```

Computed properties:
M ... 425.488 g mol⁻¹
HOMO energy ... -7.1 eV
Orbital gap ... 4.96 eV
Total charge ... 0

=====

C30H38MnN5O3PS3 | wB97M-V/def2-TZVPD

```
81
Properties=species:S:1:pos:R:3:mulliken_spin:R:1
Mn 2.922 13.365 15.809 4.747
C 7.309 11.996 15.892 0.004
C 6.039 12.774 15.898 0.036
N 4.840 12.249 15.913 -0.040
N 4.802 10.886 15.995 -0.011
C 3.599 10.398 15.822 0.023
O 2.588 11.172 15.495 0.035
C 3.418 8.932 15.722 0.007
C 2.380 8.569 14.872 0.005
C 2.178 7.213 14.581 0.000
C 3.003 6.270 15.151 -0.001
C 3.909 6.624 16.168 0.001
C 4.179 7.960 16.401 -0.001
C 6.076 14.223 15.616 0.037
C 7.264 14.839 15.254 -0.002
C 7.172 16.166 14.839 0.001
C 5.929 16.768 14.823 0.004
C 4.798 16.088 15.219 -0.004
N 4.849 14.828 15.640 0.020
H 7.663 11.746 14.889 0.002
H 7.077 11.047 16.366 0.001
H 8.121 12.390 16.442 0.001
H 1.814 9.405 14.433 0.001
H 1.486 6.864 13.851 0.000
H 3.077 5.217 14.802 0.000
H 4.571 5.890 16.629 0.000
H 4.947 8.232 17.039 0.000
H 8.183 14.261 15.175 0.000
H 8.109 16.642 14.653 0.000
H 5.800 17.776 14.432 -0.001
H 3.801 16.460 15.104 -0.008
C -1.782 13.923 16.047 0.004
S -0.292 13.134 15.379 0.008
C -0.535 11.481 15.945 -0.001
O 0.872 13.585 16.205 0.024
H -2.593 13.293 15.741 0.001
H -1.833 14.858 15.515 0.000
H -1.711 13.985 17.133 0.000
H -1.356 10.994 15.474 0.000
H -0.639 11.532 17.022 0.000
H 0.349 10.934 15.789 0.002
C 3.221 13.719 11.289 0.002
C 2.708 12.968 12.590 0.015
O 2.841 13.806 13.720 0.027
H 3.327 13.089 10.438 0.001
H 4.137 14.293 11.588 -0.001
H 2.534 14.537 11.002 0.000
H 3.249 12.042 12.812 0.001
H 1.651 12.733 12.433 0.001
H 2.195 14.529 13.679 -0.023
S 0.382 15.789 13.656 -0.003
P 0.948 17.446 14.722 0.013
S 1.590 17.210 16.565 0.004
C -0.380 18.667 14.695 0.001
C -0.562 19.601 15.708 0.000
C -1.456 20.702 15.549 0.000
C -2.194 20.749 14.335 0.000
C -2.090 19.725 13.384 0.000
C -1.105 18.766 13.502 0.000
C 2.275 18.213 13.704 0.002
C 2.974 17.497 12.761 0.001
C 3.945 18.157 12.000 0.000
C 4.207 19.510 12.221 0.000
C 3.607 20.196 13.312 0.000
C 2.612 19.535 14.049 0.000
H 0.063 19.378 16.587 0.001
H -1.551 21.361 16.397 0.000
H -2.982 21.492 14.148 0.000
H -2.783 19.694 12.589 0.000
H -1.098 17.957 12.689 0.000
H 2.747 16.496 12.452 -0.003
H 4.444 17.611 11.219 0.000
H 4.923 20.023 11.555 0.000
H 3.904 21.226 13.496 0.000
H 2.070 20.054 14.926 0.000
N 3.331 12.954 19.001 0.007
N 3.007 13.992 18.124 0.057
H 3.575 13.293 19.927 0.001
H 4.260 12.670 18.735 0.004
H 3.488 14.891 18.235 0.006
H 1.993 14.192 17.992 -0.006
```

Computed properties:
2S+1 ... 6
M ... 698.779 g mol⁻¹
HOMO energy (alpha / beta) ... -7.5 / -7.5 eV
Orbital gap (alpha / beta) ... 7.29 / 7.22 eV
Energy above the lowest of the compared OMol25 structures with the same formula, charge and spin ... 25.0 kcal/mol
Total charge ... 0

=====

C25H38BrCaCsF2LiN2O17S | wB97M-V/def2-TZVPD

```
89
Properties=species:S:1:pos:R:3:mulliken_charge:R:1
C -3.819 1.308 -4.812 -1.415
C -2.382 1.215 -4.334 0.058
O -1.917 2.436 -3.808 -0.351
C -0.528 2.455 -3.611 -1.364
C -0.063 1.554 -2.476 0.924
N -0.774 1.766 -1.207 0.226
C 0.136 1.293 -0.191 -0.310
O -0.027 0.571 0.741 -0.564
C 1.528 1.909 -0.637 2.306
S 2.995 1.383 0.296 -0.337
C 1.397 3.415 -0.253 -0.778
O 1.312 4.305 -1.051 -0.777
N 1.421 3.662 1.200 -0.113
C 0.241 4.173 1.817 0.617
O -0.003 3.931 2.949 -0.527
F -0.559 4.967 1.135 -0.179
C 1.437 1.546 -2.127 -0.711
O 2.258 0.536 -2.662 -0.613
C 2.055 -0.749 -2.085 0.196
C 1.052 -1.648 -2.852 -1.389
H -4.144 0.286 -5.038 0.378
H -3.935 1.897 -5.724 0.344
H -4.436 1.677 -3.992 0.321
H -2.370 0.473 -3.517 0.193
H -1.702 0.812 -5.105 0.293
H -0.187 3.488 -3.494 0.241
H -0.038 2.072 -4.528 0.436
H -0.387 0.531 -2.722 -0.032
H -1.207 2.827 -1.014 0.271
H 2.417 1.124 1.485 0.177
H 2.193 4.281 1.424 0.388
H 1.826 2.444 -2.635 0.339
H 1.772 -0.728 -1.031 -0.048
H 3.028 -1.252 -2.121 0.634
H 0.571 -1.109 -3.669 0.371
H 0.244 -1.913 -2.158 0.366
H 1.483 -2.599 -3.174 0.301
C -0.032 -3.037 2.713 -1.366
C 1.355 -3.359 3.197 -0.182
O 1.721 -4.733 2.875 -0.624
C 2.107 -4.948 1.593 0.708
O 2.188 -4.124 0.734 -0.438
O 2.367 -6.247 1.470 -0.219
C 2.724 -6.663 0.155 -0.041
H -0.748 -3.769 3.092 0.377
H -0.330 -2.042 3.042 0.445
H -0.084 -3.067 1.626 0.251
H 1.395 -3.280 4.285 0.330
H 2.094 -2.655 2.787 0.507
H 3.538 -6.066 -0.251 0.272
H 1.854 -6.619 -0.503 0.416
H 3.053 -7.691 0.234 -0.388
Cs 3.100 -9.558 1.079 0.347
Br -2.189 4.103 -0.423 -0.680
C -4.083 -2.637 3.091 -0.527
C -4.547 -4.024 3.597 0.429
C -4.196 -4.136 5.080 -1.660
O -3.880 -4.967 2.879 -0.833
H -3.011 -2.483 3.185 0.053
H -4.330 -2.493 2.035 0.164
H -4.573 -1.838 3.642 0.268
H -5.663 -4.023 3.559 0.313
H -3.120 -4.036 5.235 0.334
H -4.518 -5.096 5.480 0.336
H -4.692 -3.354 5.663 0.405
O -6.780 -1.291 3.278 -0.508
H -7.092 -1.744 2.489 0.205
H -6.523 -0.416 2.960 0.320
Li 3.522 -4.152 3.355 0.333
F -2.279 0.658 -0.243 -0.654
Ca -5.360 -3.843 1.121 1.143
C -8.964 -2.653 5.599 0.812
O -8.648 -1.877 6.511 -0.567
O -9.535 -2.307 4.512 -0.512
O -8.770 -3.913 5.612 -0.518
C 5.859 4.374 -3.056 -0.771
C 4.761 4.820 -2.420 0.099
C 4.694 6.216 -1.854 0.983
O 3.675 6.576 -1.304 -0.569
C 5.869 7.069 -1.992 -1.077
C 6.956 6.615 -2.624 0.320
C 7.014 5.234 -3.210 1.027
O 8.035 4.897 -3.787 -0.648
O 8.058 7.351 -2.776 -0.583
O 3.689 4.065 -2.259 -0.091
H 5.920 3.377 -3.468 0.474
H 5.818 8.062 -1.568 0.427
H 8.685 6.785 -3.266 0.358
H 3.011 4.596 -1.776 0.131
```

Computed properties:
M ... 968.467 g mol⁻¹
HOMO energy ... -2.6 eV
Orbital gap ... 1.16 eV
Energy above the lowest of the compared OMol25 structures with the same formula, charge and spin ... 0.0 kcal/mol
Total charge ... -1

=====

C56H125N13O37 | wB97M-V/def2-TZVPD

```
231
Properties=species:S:1:pos:R:3:mulliken_charge:R:1
C -17.339 17.971 -3.389 -0.218
O -17.267 16.835 -2.693 -0.311
C -17.846 15.684 -3.078 0.710
O -18.644 15.390 -4.024 -0.531
O -17.531 14.829 -2.076 -0.359
C -17.535 13.374 -2.221 -0.335
H -16.878 17.998 -4.376 0.324
H -16.978 18.803 -2.784 0.329
H -18.392 18.242 -3.450 -0.130
H -18.525 13.033 -2.523 0.269
H -17.454 12.982 -1.207 0.234
H -16.621 13.206 -2.791 0.024
C -18.815 26.364 -11.951 -0.664
O -19.253 25.033 -12.355 -0.372
C -19.661 24.111 -11.522 0.717
O -19.644 24.076 -10.284 -0.556
O -19.905 23.039 -12.306 -0.308
C -20.229 21.819 -11.590 -0.111
H -18.245 26.946 -12.676 0.261
H -18.419 26.303 -10.938 0.289
H -19.689 27.016 -11.916 0.294
H -19.445 21.539 -10.886 0.134
H -20.157 21.014 -12.320 0.013
H -21.138 21.842 -10.989 0.219
C -22.965 12.773 -12.172 -0.288
O -23.436 11.521 -12.885 -0.353
C -24.510 11.545 -13.792 0.753
O -25.194 12.541 -13.910 -0.510
O -24.656 10.432 -14.462 -0.363
C -25.694 10.509 -15.440 -0.647
H -23.755 13.287 -11.625 0.076
H -22.378 13.520 -12.705 0.335
H -22.247 12.369 -11.457 0.137
H -26.072 9.522 -15.708 0.248
H -25.294 10.962 -16.347 0.262
H -26.552 10.891 -14.886 0.298
C -19.302 14.084 -11.467 -0.751
O -18.490 13.022 -10.907 0.096
C -18.687 11.701 -11.284 0.523
O -19.620 11.237 -11.937 -0.565
O -17.829 11.008 -10.512 -0.235
C -17.773 9.557 -10.675 -0.738
H -18.781 15.008 -11.216 0.119
H -20.166 14.077 -10.803 0.296
H -19.512 14.202 -12.530 0.368
H -17.047 9.127 -9.985 0.234
H -17.731 9.316 -11.737 0.304
H -18.753 9.148 -10.431 0.315
C -19.645 18.679 -0.858 -0.249
O -19.108 19.929 -0.375 -0.092
C -18.948 20.177 0.947 0.578
O -18.951 19.333 1.823 -0.594
O -18.533 21.451 1.165 -0.236
C -18.145 21.896 2.510 -0.835
H -20.657 18.579 -0.467 0.399
H -18.997 17.813 -0.719 0.351
H -19.654 18.800 -1.941 -0.291
H -18.886 22.495 3.039 0.281
H -17.216 22.433 2.319 0.277
H -17.736 21.002 2.981 0.402
C -19.140 17.871 -7.288 -0.565
O -20.313 18.049 -7.998 0.870
C -20.266 17.868 -9.339 0.319
O -19.272 17.481 -9.970 -0.682
O -21.454 17.845 -9.712 0.242
C -21.804 17.342 -10.920 -0.455
H -19.244 17.627 -6.231 0.068
H -18.620 18.828 -7.313 -0.036
H -18.480 17.133 -7.745 -0.135
H -22.821 16.967 -10.805 0.325
H -21.453 16.312 -10.846 0.125
H -21.717 17.893 -11.856 -0.172
C -24.864 14.657 -5.876 -0.609
O -25.757 13.663 -6.309 -0.280
C -27.117 13.773 -6.263 0.862
O -27.704 14.861 -6.135 -0.651
O -27.582 12.561 -6.410 -0.299
C -28.987 12.257 -6.543 -0.772
H -23.958 14.082 -5.679 0.089
H -25.236 15.089 -4.947 0.439
H -24.747 15.448 -6.616 0.282
H -29.315 11.572 -5.761 0.305
H -29.332 11.826 -7.483 0.288
H -29.586 13.123 -6.259 0.345
C -16.060 23.150 -5.812 -0.321
O -16.072 21.964 -6.678 -0.394
C -16.317 20.822 -6.164 0.565
O -16.712 20.643 -4.996 -0.583
O -16.263 19.782 -7.055 0.264
C -15.617 19.890 -8.313 -0.652
H -15.861 23.999 -6.466 0.285
H -15.390 23.027 -4.962 0.336
H -17.077 23.338 -5.467 -0.197
H -15.856 19.021 -8.924 0.051
H -14.554 19.696 -8.165 0.311
H -15.730 20.892 -8.727 0.367
C -15.690 17.635 -14.171 -1.279
C -15.596 16.398 -13.294 0.802
O -15.507 16.435 -12.097 -0.620
N -15.759 15.216 -13.896 -0.101
C -15.546 13.896 -13.185 -0.753
H -14.828 18.243 -13.896 0.375
H -16.539 18.226 -13.826 0.097
H -15.839 17.564 -15.248 0.419
H -15.827 15.206 -14.904 0.272
H -15.456 13.119 -13.944 0.364
H -16.397 13.591 -12.577 0.065
H -14.685 14.077 -12.540 0.276
C -21.282 21.418 -16.137 -1.522
C -21.601 20.687 -14.850 0.673
O -20.803 19.874 -14.378 -0.571
N -22.733 21.089 -14.268 0.038
C -23.254 20.614 -12.973 -0.852
H -21.546 22.449 -15.899 0.436
H -21.963 20.982 -16.867 0.339
H -20.243 21.218 -16.401 0.310
H -23.158 21.911 -14.674 0.237
H -22.993 21.315 -12.180 0.424
H -22.926 19.664 -12.553 0.003
H -24.336 20.706 -13.064 0.393
C -23.836 17.457 -14.614 -0.795
C -24.872 16.804 -13.795 0.454
O -24.821 16.797 -12.563 -0.154
N -25.820 16.170 -14.473 -0.152
C -26.917 15.519 -13.788 -0.520
H -23.553 16.785 -15.424 0.487
H -22.931 17.739 -14.076 -0.362
H -24.100 18.323 -15.221 0.408
H -25.906 16.169 -15.480 0.254
H -26.840 14.444 -13.623 0.168
H -27.812 15.901 -14.279 0.486
H -27.023 15.961 -12.797 -0.124
C -25.240 11.458 -9.377 -1.030
C -26.025 12.623 -9.968 0.871
O -26.936 12.423 -10.776 -0.714
N -25.621 13.837 -9.579 0.492
C -26.335 15.077 -10.089 -1.040
H -25.191 10.787 -10.235 0.278
H -25.693 11.174 -8.427 0.315
H -24.276 11.827 -9.025 0.172
H -24.808 13.984 -8.998 -0.156
H -26.849 14.849 -11.023 0.180
H -25.743 15.950 -10.363 0.246
H -27.017 15.391 -9.299 0.384
C -18.943 24.029 -0.414 -0.968
C -19.259 23.740 -1.860 0.573
O -19.060 24.686 -2.672 -0.660
N -19.799 22.531 -2.092 0.047
C -20.220 22.105 -3.419 0.169
H -19.777 23.578 0.123 0.319
H -18.941 25.093 -0.175 0.368
H -17.964 23.674 -0.092 0.140
H -19.897 21.930 -1.286 0.181
H -19.478 22.542 -4.087 -0.124
H -21.199 22.491 -3.704 0.262
H -20.394 21.030 -3.368 -0.264
C -19.734 24.833 -5.739 -1.150
C -20.176 23.556 -6.532 0.599
O -21.358 23.139 -6.455 -0.653
N -19.293 22.821 -7.212 0.200
C -19.518 21.619 -7.977 -0.481
H -19.970 25.628 -6.447 0.431
H -18.714 24.758 -5.361 0.285
H -20.414 25.107 -4.932 0.306
H -18.403 23.268 -7.043 0.038
H -20.555 21.453 -8.268 -0.072
H -19.383 20.683 -7.434 0.227
H -18.849 21.808 -8.817 0.220
O -25.164 19.968 -6.722 -0.720
C -24.913 20.587 -7.723 0.571
N -25.410 21.777 -7.795 -0.350
C -23.841 20.160 -8.756 0.312
H -26.114 21.926 -7.087 0.240
H -25.151 22.392 -8.553 0.190
H -24.161 19.231 -9.228 -0.015
H -22.933 20.066 -8.161 -0.428
H -23.750 21.048 -9.382 0.181
O -22.012 13.644 -7.765 -0.585
C -21.326 13.907 -6.812 -0.240
N -20.877 12.888 -6.147 -0.277
C -20.931 15.314 -6.502 0.068
H -21.514 12.118 -6.293 0.281
H -20.295 12.993 -5.328 0.167
H -21.609 15.926 -7.097 -0.037
H -19.871 15.481 -6.694 0.147
H -21.107 15.533 -5.448 0.520
O -12.521 14.147 -5.899 -0.645
C -13.374 13.293 -6.017 0.623
N -13.056 12.332 -6.863 -0.432
C -14.748 13.456 -5.503 -0.687
H -12.193 12.409 -7.383 0.241
H -13.798 11.727 -7.186 0.188
H -14.937 14.527 -5.586 0.111
H -14.868 13.124 -4.472 0.247
H -15.390 12.786 -6.073 0.312
O -22.214 19.325 -2.852 -0.638
C -22.867 19.369 -3.861 0.185
N -24.177 19.558 -3.665 -0.302
C -22.210 19.292 -5.234 0.744
H -24.756 19.470 -4.488 0.202
H -24.546 19.743 -2.743 0.237
H -21.498 18.468 -5.273 -0.237
H -21.609 20.193 -5.352 -0.371
H -22.999 19.015 -5.933 0.178
O -14.380 16.401 -7.575 -0.646
C -14.778 15.936 -8.641 0.189
N -13.906 15.793 -9.665 -0.292
C -16.204 15.587 -8.786 -0.148
H -14.277 15.817 -10.604 0.297
H -12.917 15.894 -9.487 0.240
H -16.736 16.468 -9.147 -0.142
H -16.596 15.336 -7.801 0.222
H -16.281 14.726 -9.449 0.402
O -20.758 16.475 -13.907 -0.399
C -19.672 16.654 -14.343 0.575
N -18.965 17.729 -14.051 0.373
C -19.053 15.774 -15.337 -1.470
H -19.421 18.556 -13.693 -0.145
H -18.132 17.841 -14.612 0.199
H -18.679 14.821 -14.961 0.176
H -18.322 16.273 -15.973 0.501
H -19.930 15.549 -15.943 0.366
O -28.730 21.488 -10.435 -0.697
C -28.293 20.319 -10.109 0.498
N -28.967 19.829 -9.063 -0.362
C -27.280 19.594 -10.982 -0.418
H -29.210 20.680 -8.575 0.231
H -29.067 18.929 -8.616 0.199
H -26.234 19.817 -10.770 0.055
H -27.579 20.018 -11.940 0.312
H -27.383 18.511 -11.036 0.179
```

Computed properties:
M ... 1572.670 g mol⁻¹
HOMO energy ... -8.8 eV
Orbital gap ... 8.93 eV
Total charge ... 0

=====

Respective E_tot values: -4152.99155 -4352.43068 -6240.68845 -5704.46340 hartree.